Record 1
Computed, not measured: a molecular structure, C13H34B11Br6LuN4S, with ωB97M-V with the def2-TZVPD basis set.

```
! RIJCOSX wB97M-V def2-TZVPD def2/J DEFGRID3
* xyz 4 1
Lu 0.84 -0.71 -0.06
C 3.88 -1.84 -0.32
C 3.26 -2.41 0.93
N 1.82 -2.73 0.85
C 1.41 -4.03 0.24
C 1.43 -4.08 -1.29
S 0.94 -2.54 -2.20
C 2.52 -2.03 -3.12
C 3.17 -0.80 -2.45
N 3.08 -0.80 -0.99
H 4.29 -2.60 -0.97
H 4.84 -1.33 -0.07
H 3.41 -1.75 1.79
H 3.84 -3.33 1.20
H 1.48 -2.77 1.83
H 0.41 -4.23 0.64
H 2.11 -4.82 0.62
H 0.68 -4.86 -1.54
H 2.42 -4.34 -1.58
H 2.28 -1.63 -4.12
H 3.18 -2.88 -3.15
H 2.67 0.12 -2.94
H 4.22 -0.71 -2.74
H 3.53 0.10 -0.74
Br -0.48 1.02 -1.74
B -2.46 0.39 -1.78
B -3.42 0.18 -3.21
C -4.51 -1.09 -2.83
B -2.93 -1.27 -2.31
B -4.35 -1.82 -1.35
B -5.70 -0.63 -1.54
B -5.07 0.56 -2.77
B -3.74 1.44 -1.97
Br -3.50 3.25 -2.58
B -5.13 0.89 -0.98
Br -6.37 2.18 -0.32
B -4.68 -0.64 -0.08
Br -5.24 -1.22 1.65
B -2.97 -0.87 -0.58
Br -1.54 -1.73 0.64
B -3.48 0.83 -0.34
Br -2.79 1.96 1.09
H -3.20 0.45 -4.33
H -4.85 -1.66 -3.71
H -2.35 -2.19 -2.81
H -4.45 -3.01 -1.17
H -6.84 -1.01 -1.66
H -5.81 0.97 -3.58
C 2.29 3.29 4.78
C 1.74 3.71 3.40
N 1.70 2.62 2.46
C 2.75 2.65 1.37
C 2.45 3.62 0.25
C 0.76 1.68 2.49
C -0.10 1.64 3.70
N 0.51 0.77 1.54
H 1.62 2.60 5.26
H 2.39 4.26 5.35
H 3.26 2.79 4.64
H 2.15 4.59 2.93
H 0.69 4.05 3.55
H 2.80 1.58 1.08
H 3.65 2.91 1.99
H 3.06 4.55 0.28
H 1.41 4.02 0.39
H 2.58 3.28 -0.78
H -0.89 2.44 3.80
H 0.50 1.75 4.63
H -0.63 0.63 3.75
H -0.54 0.61 1.60
*
```

Summary:
HOMO (spin up / spin down) = -19.553 / -19.554 eV
Frontier orbital gap (spin up / spin down) = 3.52 / 3.18 eV
Lowest unoccupied orbital energy (spin up / spin down) = -16.03 / -16.37 eV

---

Record 2
Computed, not measured: 4 unconnected molecules or ions with the total composition C13H34BN5O5PS, with ωB97M-V with the def2-TZVPD basis set.

```
! RIJCOSX wB97M-V def2-TZVPD def2/J DEFGRID3
* xyz 1 1
C 2.36 5.76 -4.40
O 2.76 4.65 -3.56
B 2.58 4.60 -2.26
O 2.83 5.54 -1.32
S 1.67 3.05 -1.49
C 1.32 1.67 -2.65
C 2.09 1.64 -3.96
C 3.28 0.73 -4.02
N 1.61 2.34 -4.89
P 3.10 2.21 0.00
N 2.56 2.32 1.43
H 1.63 6.39 -3.89
H 3.24 6.35 -4.65
H 1.92 5.32 -5.29
H 3.42 5.41 -0.57
H 1.49 0.78 -2.05
H 0.24 1.73 -2.84
H 3.83 0.69 -3.07
H 3.97 1.03 -4.81
H 2.95 -0.29 -4.24
H 2.16 2.26 -5.75
H 3.33 0.98 -0.64
H 4.18 3.04 -0.32
H 2.37 1.43 1.89
C -2.90 0.49 2.23
C -1.53 0.96 1.86
O -1.02 0.66 0.78
N -0.85 1.72 2.76
C -1.31 2.17 4.06
H -3.29 -0.12 1.42
H -2.88 -0.13 3.14
H -3.59 1.32 2.41
H 0.07 2.01 2.45
H -1.33 3.26 4.11
H -0.66 1.79 4.85
H -2.32 1.80 4.24
C -3.59 -3.37 3.01
C -4.71 -2.77 2.20
O -5.08 -1.62 2.37
N -5.29 -3.56 1.26
C -4.96 -4.92 0.91
H -3.25 -2.62 3.71
H -3.93 -4.25 3.57
H -2.76 -3.68 2.37
H -6.04 -3.11 0.76
H -4.66 -5.00 -0.13
H -5.81 -5.59 1.08
H -4.13 -5.27 1.52
C 0.27 -2.14 0.38
C 0.20 -3.63 0.63
O -0.87 -4.20 0.78
N 1.36 -4.33 0.69
C 2.71 -3.84 0.55
H -0.74 -1.74 0.37
H 0.83 -1.63 1.17
H 0.75 -1.93 -0.58
H 1.23 -5.32 0.86
H 3.22 -4.31 -0.30
H 3.30 -4.02 1.45
H 2.69 -2.76 0.37
*
```

Summary:
HOMO = -10.713 eV
Frontier orbital gap = 7.09 eV
Lowest unoccupied orbital energy = -3.63 eV

---

Record 3
Computed, not measured: 8 unconnected molecules or ions with the total composition C13H34O9, with ωB97M-V with the def2-TZVPD basis set.

```
! RIJCOSX wB97M-V def2-TZVPD def2/J DEFGRID3
* xyz 0 1
C 35.94 -41.38 4.63
O 36.98 -41.18 5.53
H 36.55 -41.34 3.52
H 35.34 -40.45 4.65
H 35.29 -42.32 4.87
H 37.72 -41.44 5.00
C 32.75 -35.74 4.22
O 32.10 -36.10 3.00
H 32.74 -34.65 4.56
H 33.70 -36.23 4.39
H 32.27 -36.31 5.10
H 31.75 -37.03 2.97
C 36.39 -37.60 2.69
O 36.96 -36.23 2.87
H 35.47 -37.60 3.16
H 36.91 -38.23 3.29
H 36.31 -37.88 1.65
H 36.40 -35.61 2.41
C 38.32 -33.66 5.82
O 38.21 -34.54 6.85
H 38.13 -32.66 5.90
H 37.57 -33.93 5.08
H 39.13 -33.81 5.30
H 38.93 -34.38 7.45
C 35.17 -40.70 8.89
O 34.84 -40.86 7.49
H 34.39 -40.16 9.58
H 36.20 -40.14 9.02
H 35.60 -41.71 9.24
H 35.65 -40.79 6.79
C 35.66 -37.42 6.69
O 35.66 -36.11 6.28
H 36.03 -37.53 7.82
H 36.42 -38.00 5.98
H 34.55 -37.74 6.59
H 36.57 -35.92 6.39
C 34.40 -37.51 10.41
O 34.33 -36.91 11.69
H 35.26 -37.80 9.81
H 33.73 -37.12 9.65
H 33.94 -38.59 10.67
H 35.28 -36.77 11.78
C 32.62 -33.81 9.52
C 33.37 -33.99 8.32
C 33.69 -32.90 7.49
C 33.29 -31.65 7.78
C 32.47 -31.44 8.96
C 32.02 -32.50 9.75
O 31.17 -32.27 10.72
O 34.50 -33.09 6.24
H 32.32 -34.65 10.25
H 33.85 -34.94 8.03
H 33.63 -30.68 7.22
H 32.01 -30.42 9.11
H 31.21 -31.34 11.08
H 34.97 -33.94 6.13
*
```

Summary:
SMILES string = Oc1ccc(O)cc1.CO.CO.CO.CO.CO.CO.CO
HOMO = -8.082 eV
Relative energy (zero: lowest compared OMol25 entry of this formula, charge and spin) = 0.0 kcal per mole
Frontier orbital gap = 8.42 eV
Lowest unoccupied orbital energy = 0.33 eV

---

Record 4
Computed, not measured: a molecular structure, C13H35Br6N8O11P, with ωB97M-V with the def2-TZVPD basis set.

```
! RIJCOSX wB97M-V def2-TZVPD def2/J DEFGRID3
* xyz 0 1
C -5.63 -0.24 4.92
N -4.33 -0.96 4.78
O -3.90 -1.54 5.78
O -3.77 -0.91 3.74
H -6.34 -0.97 5.29
H -5.89 0.04 3.90
H -5.60 0.60 5.62
C -3.37 3.80 3.44
N -2.59 2.95 2.48
O -3.18 2.56 1.44
O -1.50 2.57 2.83
H -4.28 3.36 3.83
H -3.67 4.62 2.79
H -2.77 4.18 4.26
C -4.08 -2.16 -2.65
N -4.77 -2.88 -1.55
O -4.73 -2.30 -0.43
O -5.31 -3.94 -1.74
H -4.03 -2.84 -3.50
H -3.04 -1.93 -2.40
H -4.56 -1.21 -2.86
C -0.14 -4.99 0.76
N -0.61 -3.78 0.06
O -1.34 -3.94 -0.87
O -0.33 -2.74 0.56
H -0.18 -5.81 0.04
H -0.80 -5.22 1.59
H 0.90 -4.75 0.99
C -2.41 -0.36 0.99
N -1.83 0.35 -0.14
O -0.75 0.95 -0.02
O -2.45 0.39 -1.21
H -3.48 -0.20 1.10
H -1.88 -0.02 1.88
H -2.26 -1.41 0.75
O 5.17 -1.49 -2.38
P 4.36 -0.62 -1.44
N 4.64 1.08 -1.67
C 4.27 1.67 -2.99
C 5.68 1.70 -0.85
N 4.59 -0.94 0.26
C 5.74 -1.75 0.63
C 3.74 -0.42 1.35
N 2.63 -0.81 -1.57
C 1.70 0.20 -1.14
C 2.04 -2.19 -1.48
H 3.21 1.85 -3.16
H 4.75 1.07 -3.76
H 4.73 2.66 -3.06
H 5.88 1.13 0.05
H 5.33 2.72 -0.67
H 6.53 1.68 -1.53
H 6.62 -1.11 0.66
H 5.74 -2.23 1.61
H 5.86 -2.49 -0.16
H 2.80 -0.96 1.47
H 4.29 -0.33 2.28
H 3.41 0.58 1.07
H 1.43 0.17 -0.08
H 2.11 1.20 -1.26
H 0.80 0.13 -1.74
H 0.97 -2.18 -1.68
H 2.15 -2.48 -0.43
H 2.52 -2.79 -2.25
C 1.22 4.02 -0.77
Br 2.94 4.45 0.13
Br 1.25 4.48 -2.73
Br -0.23 4.96 0.16
H 1.04 2.95 -0.66
C -3.08 2.44 -3.70
Br -1.26 1.79 -4.25
Br -3.97 3.32 -5.23
Br -2.98 3.64 -2.13
H -3.72 1.62 -3.37
*
```

Summary:
HOMO = -8.103 eV
Frontier orbital gap = 7.76 eV
Lowest unoccupied orbital energy = -0.34 eV

---

Record 5
Computed, not measured: 5 unconnected molecules or ions with the total composition C13H35NO14S4, with ωB97M-V with the def2-TZVPD basis set.

```
! RIJCOSX wB97M-V def2-TZVPD def2/J DEFGRID3
* xyz 0 1
O -2.55 3.47 -1.06
S -1.49 3.62 -2.08
O -0.94 2.46 -2.80
O -2.07 4.68 -3.25
C -2.99 5.70 -2.76
C -3.81 6.29 -3.94
C -0.05 4.57 -1.32
H -2.40 6.41 -2.18
H -3.64 5.21 -2.05
H -3.05 6.81 -4.52
H -4.62 6.96 -3.66
H -4.20 5.54 -4.63
H 0.71 3.84 -1.02
H -0.41 5.13 -0.46
H 0.32 5.21 -2.12
O 4.18 -2.81 -3.10
S 4.17 -1.49 -2.43
O 5.18 -0.43 -2.76
O 2.67 -0.81 -2.58
C 1.52 -1.56 -2.36
C 0.77 -1.06 -1.11
C 4.15 -1.66 -0.62
H 1.80 -2.61 -2.31
H 0.89 -1.51 -3.25
H 0.70 0.02 -1.03
H 1.17 -1.57 -0.23
H -0.21 -1.54 -1.16
H 3.25 -2.26 -0.45
H 4.09 -0.65 -0.23
H 5.04 -2.20 -0.30
O -4.36 -0.90 -0.61
S -4.49 -2.33 -0.82
O -5.52 -2.82 -1.71
O -3.06 -2.93 -1.33
C -2.86 -4.38 -1.70
C -2.12 -5.20 -0.71
C -4.48 -3.20 0.80
H -2.23 -4.37 -2.59
H -3.82 -4.83 -1.97
H -1.05 -4.99 -0.77
H -2.04 -6.28 -0.87
H -2.39 -4.97 0.32
H -5.35 -2.86 1.37
H -3.65 -2.93 1.45
H -4.58 -4.28 0.83
O 1.54 -1.16 2.63
S 2.15 -0.21 3.59
O 1.49 0.05 4.86
O 3.71 -0.68 3.89
C 4.11 -0.61 5.27
C 5.57 -1.03 5.36
C 2.59 1.43 2.77
H 3.47 -1.16 5.96
H 4.10 0.43 5.60
H 6.19 -0.30 4.84
H 5.76 -2.01 4.93
H 5.92 -1.11 6.39
H 2.95 2.09 3.56
H 1.61 1.78 2.43
H 3.32 1.22 1.99
C -1.88 0.38 0.44
N -1.03 1.08 1.40
O -0.79 0.51 2.43
O -0.63 2.20 1.07
H -1.73 -0.70 0.41
H -1.71 0.77 -0.56
H -2.89 0.58 0.81
*
```

Summary:
SMILES string = CCOS(C)(=O)=O.CCOS(C)(=O)=O.CCOS(C)(=O)=O.CCOS(C)(=O)=O.C[N+](=O)[O-]
HOMO = -11.037 eV
Relative energy (zero: lowest compared OMol25 entry of this formula, charge and spin) = 0.0 kcal per mole
Frontier orbital gap = 11.40 eV
Lowest unoccupied orbital energy = 0.36 eV

---

Record 6
Computed, not measured: 10 unconnected molecules or ions with the total composition C13H36N9O21PS2, with ωB97M-V with the def2-TZVPD basis set.

```
! RIJCOSX wB97M-V def2-TZVPD def2/J DEFGRID3
* xyz 0 1
C 4.87 -1.41 -0.63
C 4.76 -1.56 -2.17
S 3.75 -3.02 -2.64
C 2.09 -2.39 -2.29
O 1.08 -3.40 -2.45
C -0.03 -3.04 -1.82
O -0.49 -3.65 -0.97
O -0.69 -1.89 -2.25
P -0.45 -0.61 -1.15
S -1.96 0.56 -0.96
H 5.34 -0.45 -0.42
H 3.87 -1.42 -0.19
H 5.40 -2.26 -0.20
H 5.72 -1.56 -2.69
H 4.19 -0.67 -2.51
H 1.87 -1.54 -2.95
H 2.05 -1.99 -1.26
H -0.09 -1.26 0.06
H 0.73 0.01 -1.61
C 4.37 0.18 4.06
N 4.45 -0.26 2.63
O 5.21 -1.16 2.36
O 3.74 0.33 1.84
H 5.05 -0.43 4.64
H 4.66 1.22 4.10
H 3.35 0.04 4.38
C -3.76 -2.88 -0.18
N -4.09 -2.18 1.09
O -3.30 -2.26 2.01
O -5.14 -1.56 1.12
H -2.81 -3.38 -0.06
H -4.56 -3.60 -0.37
H -3.71 -2.13 -0.96
C -4.17 1.28 2.31
N -4.35 2.38 1.32
O -4.59 3.49 1.75
O -4.25 2.07 0.16
H -4.28 1.69 3.31
H -4.93 0.53 2.11
H -3.17 0.88 2.16
C -4.49 -0.77 5.60
N -4.53 0.45 6.45
O -5.02 1.45 5.97
O -4.07 0.36 7.57
H -4.92 -0.54 4.64
H -3.44 -1.05 5.50
H -5.05 -1.54 6.11
C 7.70 -3.87 -4.53
N 7.79 -2.73 -3.57
O 7.35 -1.66 -3.93
O 8.29 -2.97 -2.49
H 7.23 -3.51 -5.44
H 8.71 -4.21 -4.72
H 7.10 -4.64 -4.06
C -0.95 1.30 8.61
N -0.35 0.36 7.63
O -0.81 0.34 6.50
O 0.57 -0.33 8.02
H -1.75 1.84 8.11
H -1.34 0.71 9.43
H -0.17 1.97 8.94
C -3.17 3.73 -3.67
N -2.55 2.82 -4.67
O -2.99 2.83 -5.81
O -1.64 2.13 -4.27
H -3.97 4.29 -4.15
H -3.56 3.11 -2.87
H -2.40 4.40 -3.31
C -4.34 6.93 -0.48
N -3.70 6.04 -1.49
O -4.14 6.05 -2.63
O -2.77 5.36 -1.10
H -5.15 7.47 -0.97
H -4.72 6.29 0.31
H -3.58 7.61 -0.12
C 1.70 -1.86 -7.02
N 2.73 -1.78 -5.95
O 3.75 -2.43 -6.10
O 2.48 -1.06 -5.00
H 2.05 -2.52 -7.79
H 0.79 -2.24 -6.56
H 1.55 -0.85 -7.41
*
```

Summary:
SMILES string = CCSCOC(=O)O[PH2]=S.C[N+](=O)[O-].C[N+](=O)[O-].C[N+](=O)[O-].C[N+](=O)[O-].C[N+](=O)[O-].C[N+](=O)[O-].C[N+](=O)[O-].C[N+](=O)[O-].C[N+](=O)[O-]
HOMO = -8.530 eV
Frontier orbital gap = 8.65 eV
Lowest unoccupied orbital energy = 0.12 eV

---

Record 7
Computed, not measured: a molecular structure, C13H37F3O11V, with ωB97M-V with the def2-TZVPD basis set.

```
! RIJCOSX wB97M-V def2-TZVPD def2/J DEFGRID3
* xyz -1 1
O -0.16 1.58 -0.52
V 0.18 0.05 -0.18
O -1.08 -0.77 -0.64
C 3.49 0.12 0.15
O 4.22 -0.74 1.04
O 2.29 0.36 0.62
C 4.35 1.29 -0.40
F 3.84 2.50 -0.16
F 5.59 1.29 0.14
F 4.53 1.18 -1.74
C 5.13 -1.64 0.46
C 6.36 -1.74 1.34
H 6.05 -2.02 2.35
H 7.02 -2.49 0.92
H 6.80 -0.75 1.45
H 5.44 -1.31 -0.55
H 4.61 -2.60 0.31
H 3.34 -0.55 -0.75
C -2.48 0.58 2.68
C -1.26 -0.35 2.66
C -1.69 -1.78 2.29
O -0.23 0.15 1.92
H -3.22 0.25 3.43
H -2.96 0.57 1.70
H -2.27 1.63 2.87
H -1.01 -0.35 3.74
H -0.79 -2.38 2.14
H -2.29 -1.77 1.38
H -2.21 -2.21 3.15
C 1.10 1.03 -3.39
O 1.10 -0.08 -2.48
H 1.42 1.92 -2.86
H 1.84 0.82 -4.17
H 0.09 1.14 -3.78
H 1.96 -0.50 -2.52
C -3.19 -3.48 -1.52
O -4.58 -3.38 -1.27
H -2.70 -4.41 -1.23
H -2.94 -3.33 -2.58
H -2.64 -2.66 -1.04
H -4.66 -2.54 -0.79
C -4.72 0.33 -0.11
O -5.12 -1.02 0.13
H -3.63 0.43 -0.10
H -5.15 0.77 -1.00
H -4.96 0.88 0.81
H -6.07 -0.99 0.26
C -2.73 3.95 -2.46
O -4.08 3.85 -2.06
H -2.36 4.97 -2.47
H -2.21 3.40 -1.66
H -2.36 3.49 -3.39
H -4.68 3.39 -2.65
C 0.48 3.81 2.20
O 1.67 3.10 2.47
H -0.35 3.29 2.67
H 0.48 4.84 2.60
H 0.42 3.92 1.12
H 2.46 3.57 2.19
C 0.48 -3.32 -0.47
O 1.20 -2.10 -0.49
H 0.60 -3.95 -1.35
H 0.69 -3.83 0.48
H -0.58 -3.10 -0.41
H 2.14 -2.29 -0.47
*
```

Summary:
HOMO = -4.812 eV
Frontier orbital gap = 7.34 eV
Lowest unoccupied orbital energy = 2.53 eV

---

Short version: largest force on an atom = 2.71; 0.72; 5.98; 3.61; 4.16; 4.78; 4.35 eV/Å, in the order given.